Entry from the OMol25 dataset: C16H22HgN2O2Se2 as an isolated structure (ωB97M-V/def2-TZVPD).

Each line ends with the Mulliken spin population.
Geometry (Å):
Hg1 11.04824 11.24163 4.91992  0.0213
C1 9.59360 14.99354 7.78667  -0.0120
C2 9.85439 13.54653 7.39788  0.0160
O1 10.23181 13.29624 6.25457  0.1050
C3 9.76705 12.53929 8.45334  0.3123
C4 10.16722 11.21174 8.41165  -0.0781
C5 9.41326 10.18099 9.28401  0.0100
N1 11.22591 10.87034 7.63751  0.2594
N2 11.98627 9.91696 8.02219  0.1763
C6 13.05284 9.80427 7.17225  -0.0105
O2 13.17291 10.34379 6.04919  0.1391
C7 14.14039 8.86554 7.63209  -0.0023
C8 13.84478 7.86219 8.58595  0.0257
C9 14.74624 6.82224 8.65645  -0.0056
C10 15.93351 6.74436 7.89340  0.0179
C11 16.24246 7.86490 7.09581  -0.0082
C12 15.33888 8.89866 6.98404  0.0087
H1 8.80075 15.19384 8.50158  -0.0016
H2 9.46356 15.56690 6.84785  0.0021
H3 10.50151 15.38148 8.23764  0.0083
H4 9.45072 12.86104 9.44420  0.0151
H5 8.46656 10.58051 9.57125  -0.0036
H6 10.05421 9.97227 10.18655  -0.0037
H7 9.25727 9.16947 8.82659  0.0022
H8 12.91115 7.84857 9.17690  0.0053
H9 14.43222 5.94419 9.28365  -0.0006
H10 16.71634 5.95553 8.06617  0.0018
H11 17.12223 7.90603 6.49029  -0.0005
H12 15.61992 9.77576 6.43304  -0.0008
C13 6.18534 10.56499 6.40358  -0.0088
Se1 6.64001 10.01195 4.57544  -0.0004
C14 5.56060 8.33296 4.55116  0.0000
C15 6.27050 7.22161 5.27994  0.0001
Se2 8.22090 7.59103 5.81720  0.0011
C16 8.36125 6.08094 7.06650  0.0001
H13 5.32256 11.26206 6.45177  -0.0002
H14 7.06114 11.10896 6.73138  0.0096
H15 5.99885 9.67771 7.02230  -0.0002
H16 5.43052 8.10657 3.46539  0.0000
H17 4.58412 8.57070 4.98489  0.0000
H18 6.30888 6.29186 4.70160  0.0000
H19 5.78152 7.03045 6.25878  0.0000
H20 7.54184 5.35505 6.89688  -0.0001
H21 8.40237 6.48772 8.09011  -0.0002
H22 9.30111 5.57803 6.90460  0.0002

Force components x, y, z for each atom (eV/Å):
-0.46 -0.39 -1.08
0.11 0.46 -0.85
0.97 -0.80 0.88
-0.54 0.77 0.35
-0.29 0.79 -0.30
0.05 -1.53 -0.41
2.19 -0.64 0.48
-1.57 2.16 0.17
0.58 -1.29 0.45
0.61 0.27 -1.19
0.46 -0.57 1.69
-2.21 0.01 1.05
0.25 0.29 -0.97
0.14 -2.06 0.74
0.53 0.83 0.48
-0.37 -1.19 0.64
0.90 0.05 -0.10
-0.27 -0.25 -0.06
-0.19 -0.26 0.55
0.33 -0.01 0.15
-0.73 0.05 -0.28
-0.60 0.28 0.31
-0.72 0.15 -0.55
0.29 1.08 -0.10
0.66 0.17 -0.66
0.66 0.88 -0.46
-1.22 0.63 -0.37
0.64 -0.08 -0.03
-0.30 0.12 -0.58
-0.49 0.24 -0.22
-0.85 -0.02 -0.01
0.48 0.85 -0.98
0.67 -0.69 1.39
-0.90 -0.18 -0.33
-0.33 0.05 0.22
0.41 -0.57 -0.23
0.24 -0.06 0.34
0.25 0.30 -0.15
0.07 0.17 0.87
0.18 -0.13 -0.13
-0.13 0.20 0.17
0.25 -0.06 -0.63
0.40 0.48 0.32
-0.42 -0.35 -0.36
0.29 -0.18 -0.24

Calculated values
Kohn-Sham gap (spin up / spin down) ... 0.2020 / 0.2045 Eh
Energy above the lowest of the compared OMol25 structures with the same formula, charge and spin ... 0.9866 eV
Spin multiplicity ... 2
Expectation value of S² ... 0.7830
Strongest force on any atom ... 2.68 eV/A
Calculated total energy ... -5839.07707 hartree
Highest occupied orbital energy (spin up / spin down) ... -3.0 / -3.1 eV
Charge ... -1

Entry from the OMol25 dataset: C16H22IrN5O4S2 as an isolated structure (ωB97M-V/def2-TZVPD).

Each line ends with the Mulliken charge.
Geometry (Å):
Ir1 0.29468 1.27576 -0.46823  1.2139
N1 2.43883 2.07946 3.12707  -0.4184
C1 1.71440 2.15456 1.98582  0.7013
S1 2.22674 1.12341 0.65959  -0.4518
N2 0.74667 3.00741 1.88520  -1.2788
N3 0.16540 2.96955 0.62458  0.6116
C2 -0.58281 3.95418 0.29394  -0.0484
C3 -1.08136 4.12298 -1.05225  0.4265
C4 -2.04206 5.11611 -1.28601  -0.8060
C5 -2.51595 5.37909 -2.55091  -0.6752
C6 -2.00653 4.64247 -3.62143  -0.4251
C7 -1.04674 3.67333 -3.42403  -0.4817
C8 -0.55516 3.38813 -2.14134  0.7975
O1 0.40819 2.46910 -2.05531  -0.7863
H1 2.96508 1.24024 3.29783  0.2475
H2 2.10124 2.59478 3.92229  0.2537
H3 -0.78258 4.71012 1.04794  0.4320
H4 -2.40908 5.68439 -0.43877  0.3650
H5 -3.26084 6.14557 -2.71217  0.3994
H6 -2.36616 4.83253 -4.62501  0.3668
H7 -0.64074 3.10544 -4.25030  0.4218
C9 -1.90505 -2.06571 1.01177  -1.4197
C10 -1.40601 -0.92299 0.15579  1.2246
C11 -2.56811 -0.13131 -0.43423  -1.4028
O2 -0.65205 0.03305 0.98014  -0.7205
C12 -0.50105 -1.40276 -1.00391  0.7501
O3 -0.60723 -2.53165 -1.43932  -0.7088
O4 0.32483 -0.50514 -1.46572  -0.6924
H8 -2.59071 -1.68674 1.77062  0.4167
H9 -1.07979 -2.57699 1.50443  0.1548
H10 -2.42362 -2.78106 0.37662  0.3664
H11 -3.22208 0.21778 0.36461  0.4001
H12 -3.13501 -0.76612 -1.11467  0.4118
H13 -2.22693 0.74094 -1.00341  0.1768
H14 -0.04572 -0.48353 1.57790  -0.0063
C13 1.39372 -5.05318 2.29449  -0.9840
N4 1.73069 -4.16440 1.21236  0.1167
C14 2.15522 -4.67518 -0.08505  -0.6412
C15 2.29199 -3.39846 -0.92691  -0.4869
N5 2.27519 -2.36005 0.10139  -0.0210
C16 1.81204 -2.82822 1.27851  0.3869
S2 1.41371 -1.87700 2.61553  -0.5134
H15 2.22920 -5.72411 2.50909  0.3323
H16 0.51989 -5.65288 2.03172  0.3173
H17 1.17240 -4.45868 3.17661  0.3067
H18 1.40772 -5.36037 -0.48641  0.3844
H19 3.10142 -5.21543 0.01574  0.3532
H20 1.45295 -3.26629 -1.60957  0.2267
H21 3.22523 -3.37397 -1.48631  0.3737
H22 2.08591 -1.39816 -0.14033  0.0327

Force components x, y, z for each atom (eV/Å):
-0.59 0.55 0.32
0.06 0.03 -0.04
-0.04 0.05 0.02
0.09 0.14 -0.06
-0.03 -0.12 0.05
-0.34 -0.21 0.12
0.25 0.15 -0.12
-0.11 -0.07 0.05
-0.04 -0.01 -0.01
0.01 0.01 0.02
0.01 -0.02 -0.01
0.00 0.05 -0.03
0.21 0.05 -0.03
0.09 -0.26 -0.15
-0.05 -0.04 0.02
0.00 0.00 0.00
0.10 0.06 -0.03
0.00 0.00 0.00
0.00 0.00 0.00
0.00 0.00 0.00
0.01 0.00 0.00
0.02 0.02 0.00
-0.20 0.03 -0.02
0.03 0.00 0.02
0.53 -0.44 -0.08
0.04 0.15 0.10
-0.10 0.00 -0.01
-0.04 -0.14 -0.08
0.01 0.00 0.01
0.00 -0.02 0.00
-0.01 0.01 0.00
0.00 0.01 0.00
0.00 0.00 0.00
-0.02 0.00 -0.02
0.07 0.06 -0.15
0.01 0.01 0.00
-0.06 0.01 0.01
0.01 0.01 -0.03
0.08 -0.04 -0.07
-0.14 0.04 0.05
0.07 0.01 -0.11
-0.08 -0.03 0.18
0.00 0.00 0.01
0.01 -0.01 0.00
-0.01 0.00 0.00
0.00 0.00 0.00
0.00 0.01 0.01
0.03 -0.02 0.03
0.01 0.00 0.01
0.10 -0.06 0.01

Calculated values
Kohn-Sham gap ... 0.2578 Eh
Energy above the lowest of the compared OMol25 structures with the same formula, charge and spin ... 1.6097 eV
Spin multiplicity ... 1
Strongest force on any atom ... 0.87 eV/A
Calculated total energy ... -2098.39720 hartree
Highest occupied orbital energy ... -7.6 eV

Entry from the OMol25 dataset: C16H22IrNO3SSeSi as an isolated structure (ωB97M-V/def2-TZVPD).

Each line ends with the Mulliken charge.
Geometry (Å):
Ir1 0.16198 -1.84499 0.06894  0.4984
N1 -0.54643 -0.12923 -0.64133  -0.5452
C1 -1.42690 -0.26164 -1.83254  -0.5217
C2 -2.66681 -1.06256 -1.48262  -0.5763
C3 -2.40610 -2.56212 -1.33854  0.5224
O1 -3.29064 -3.37386 -1.45363  -0.6270
O2 -1.15010 -2.89155 -1.07501  -0.7247
H1 -1.02789 0.37390 0.10208  0.3689
H2 0.28663 0.40693 -0.88361  0.3284
H3 -0.83654 -0.76785 -2.59463  0.2699
H4 -1.68466 0.73317 -2.20066  0.4210
H5 -3.44068 -0.92351 -2.23530  0.3343
H6 -3.09592 -0.71011 -0.53782  0.2627
C4 1.43349 -4.20662 -3.02289  -0.8602
Si1 2.46547 -3.70202 -1.56603  0.5597
C5 4.28685 -3.84238 -1.91169  -1.0484
C6 1.95881 -4.63342 -0.03236  -0.8267
Se1 2.15015 -1.46278 -1.11773  -0.5057
H7 1.64514 -5.23656 -3.32396  0.3541
H8 1.63051 -3.55278 -3.87397  0.2845
H9 0.37419 -4.13031 -2.77019  0.1771
H10 4.54714 -4.86069 -2.21152  0.3250
H11 4.86564 -3.58362 -1.02387  0.2716
H12 4.58302 -3.16944 -2.71859  0.3045
H13 2.08525 -5.71027 -0.16825  0.3661
H14 0.90039 -4.46711 0.20648  0.2137
H15 2.54488 -4.30800 0.82833  0.1952
C7 6.60253 0.70356 6.03319  -0.7852
C8 6.18044 0.51429 7.46745  0.5930
O3 6.94205 0.63806 8.38806  -0.5404
S1 4.46316 0.18324 7.88769  -0.1178
C9 3.67168 -0.21186 6.35234  -0.3502
C10 3.88828 -1.43882 5.72859  -0.1973
C11 3.24008 -1.74793 4.54756  -0.5420
C12 2.33484 -0.84755 3.97703  0.5055
C13 2.10215 0.36905 4.62043  -0.6509
C14 2.76964 0.68577 5.79210  -0.2727
C15 1.66167 -1.16093 2.75152  2.2972
C16 1.09579 -1.43524 1.70866  -2.2740
H16 7.57320 0.22964 5.89815  0.2777
H17 6.72754 1.77681 5.87928  0.2561
H18 5.89007 0.32627 5.30842  0.2704
H19 4.57267 -2.15004 6.17392  0.4332
H20 3.41777 -2.69706 4.06010  0.4347
H21 1.40077 1.06926 4.18708  0.4091
H22 2.59412 1.63805 6.27559  0.4321

Force components x, y, z for each atom (eV/Å):
-1.00 -1.61 0.48
0.11 0.44 0.07
-0.12 -0.12 -0.03
0.00 0.01 -0.01
0.60 -0.33 0.09
-0.14 0.19 -0.08
-0.69 0.00 -0.34
0.00 0.06 -0.02
-0.09 0.16 -0.05
0.00 0.01 -0.02
0.01 0.05 0.12
0.02 -0.02 -0.03
-0.03 0.03 -0.03
-0.07 -0.08 -0.08
-0.08 0.20 -0.17
0.11 -0.06 0.01
-0.03 0.16 0.18
0.99 0.27 -0.28
-0.01 0.01 0.01
0.01 -0.02 -0.01
0.00 0.00 -0.01
0.00 0.01 0.00
0.01 0.00 -0.02
0.00 -0.01 0.00
-0.03 0.01 0.01
-0.07 -0.07 -0.03
0.03 -0.05 0.01
-0.03 0.00 0.02
0.00 0.05 0.04
-0.01 -0.01 0.00
0.11 -0.07 -0.01
-0.08 0.01 -0.06
0.01 -0.01 0.05
-0.01 -0.01 0.01
-0.08 -0.08 -0.10
0.04 0.03 0.03
-0.01 0.03 -0.04
-0.02 -0.14 -0.01
0.55 0.99 0.27
0.00 0.00 0.01
-0.01 0.00 -0.01
-0.01 -0.02 -0.02
-0.01 0.00 0.00
0.01 0.00 0.00
0.00 0.00 0.01
0.00 -0.01 0.01

Calculated values
Kohn-Sham gap ... 0.2468 Eh
Energy above the lowest of the compared OMol25 structures with the same formula, charge and spin ... 0.0000 eV
Spin multiplicity ... 1
Strongest force on any atom ... 1.96 eV/A
Calculated total energy ... -4096.79093 hartree
Highest occupied orbital energy ... -7.8 eV

Entry from the OMol25 dataset: one molecule with the formula C16H22N2O3 (ωB97M-V/def2-TZVPD).

Each line ends with the Mulliken charge.
Geometry (Å):
O1 -2.32980 -3.08903 -1.17585  -0.5921
C1 -1.30178 -2.91506 -0.57883  0.6890
O2 -0.14746 -3.39564 -0.98647  -0.5641
H1 0.60289 -3.17430 -0.35038  0.4133
C2 -1.23464 -2.14052 0.76465  -0.1615
N1 -0.25635 -1.06828 0.71673  0.1757
C3 1.08219 -1.27009 0.79325  0.9893
O3 1.55909 -2.40697 0.70340  -0.8608
N2 1.86677 -0.18201 0.98441  0.0938
C4 1.37212 1.17024 1.10384  -1.4122
H2 2.12900 1.73963 1.65194  0.4523
C5 1.11991 1.85243 -0.24413  0.0465
C6 2.34997 1.82420 -1.15247  -1.0550
C7 2.70173 0.41306 -1.63595  -0.5647
H3 1.77994 -0.16089 -1.75487  0.1835
H4 3.16442 0.47728 -2.62272  0.4287
C8 3.66690 -0.35835 -0.73137  -0.6838
H5 3.69095 -1.39186 -1.07885  0.3219
H6 4.67306 0.05167 -0.83418  0.4138
C9 3.28993 -0.33966 0.76046  -1.0130
H7 3.60108 -1.27864 1.22325  0.4026
H8 3.79447 0.48102 1.27317  0.4610
H9 2.13581 2.45006 -2.02120  0.4343
H10 3.20465 2.26438 -0.63518  0.3647
H11 0.82916 2.88723 -0.05156  0.4616
H12 0.28803 1.36790 -0.76156  0.1510
H13 0.46202 1.17851 1.71095  0.4910
H14 -0.64203 -0.14021 0.65430  -0.1925
H15 -0.89795 -2.87855 1.50907  0.4185
C10 -2.60929 -1.57989 1.17315  -1.3065
C11 -2.87323 -0.23677 0.54807  0.0922
C12 -3.29322 -0.13511 -0.77344  -0.2269
C13 -3.46998 1.10628 -1.35823  -0.7663
C14 -3.22872 2.26245 -0.63383  -0.4864
C15 -2.81895 2.17263 0.68498  -0.4842
C16 -2.64238 0.93038 1.27103  -0.0683
H16 -2.33289 0.86602 2.30629  0.3468
H17 -2.63678 3.06916 1.25978  0.4157
H18 -3.36473 3.23022 -1.09324  0.4009
H19 -3.79682 1.17233 -2.38525  0.4260
H20 -3.47233 -1.03646 -1.33861  0.5218
H21 -3.36337 -2.29643 0.84530  0.4646
H22 -2.65137 -1.49236 2.26017  0.3775

Force components x, y, z for each atom (eV/Å):
-0.16 -0.12 -0.19
-0.04 0.32 0.58
0.52 -0.20 -0.16
-0.40 0.04 -0.14
0.04 -0.40 -0.05
-0.18 0.11 0.10
-0.25 0.35 0.20
0.26 -0.42 -0.07
0.13 -0.12 0.16
-0.36 0.35 -0.18
-0.10 -0.06 0.02
0.26 0.03 0.21
-0.29 -0.14 -0.13
0.27 0.07 0.07
-0.04 -0.03 -0.09
-0.07 -0.06 -0.03
-0.16 -0.03 0.01
0.11 -0.02 0.02
0.06 -0.03 -0.03
0.31 -0.31 -0.15
0.06 0.18 0.00
-0.07 -0.04 0.01
0.07 0.05 0.03
0.09 0.13 0.01
-0.10 0.01 0.01
-0.08 0.02 -0.02
0.07 0.02 0.03
0.16 0.02 -0.04
-0.08 0.16 -0.12
0.15 -0.11 -0.09
-0.15 -0.01 0.10
-0.05 0.01 -0.06
0.00 0.03 -0.04
0.00 0.11 -0.02
0.04 0.13 -0.01
-0.05 -0.06 0.01
0.02 -0.04 0.09
0.00 0.08 0.04
-0.02 0.08 -0.04
-0.03 0.00 -0.09
-0.01 -0.09 -0.05
0.06 0.02 0.10
0.02 -0.02 -0.03

Calculated values
Kohn-Sham gap ... 0.3609 Eh
Energy above the lowest of the compared OMol25 structures with the same formula, charge and spin ... 0.0000 eV
Spin multiplicity ... 1
Strongest force on any atom ... 0.67 eV/A
Calculated total energy ... -958.19054 hartree
Highest occupied orbital energy ... -9.2 eV
Structure (SMILES) ... O=C(O)[C@H](Cc1ccccc1)NC(=O)N1CCCCCC1